Record 1
The following is a DFT calculation (the ωB97M-V functional and the def2-TZVPD basis) of the ion C5H9O3 with charge -1.

Structure (ORCA input):
```
! wB97M-V def2-TZVPD RIJCOSX def2/J DEFGRID3
* xyz -1 1
C 2.265 -0.768 -0.123
O 2.062 0.668 0.060
C 0.747 0.840 0.707
C -0.349 0.932 -0.464
C -1.293 -0.352 -0.617
C -2.508 -0.390 0.462
O -3.640 -0.881 0.086
O -2.350 0.078 1.766
H 2.649 -0.977 -1.195
H 1.310 -1.368 0.037
H 3.079 -1.077 0.616
H 0.793 1.875 1.219
H 0.538 0.047 1.499
H -0.946 1.903 -0.300
H 0.217 1.071 -1.463
H -1.824 -0.249 -1.641
H -0.751 -1.354 -0.647
*
```

SMILES string: COCCCC(=O)[O-]
Gap between HOMO and LUMO in eV: 7.32

Atomic partial charges in e from the Löwdin method, atoms 1 to 5: number 1, C, carries -0.13; number 2, O, carries -0.27; number 3, C, carries -0.22; number 4, C, carries -0.18; number 5, C, carries -0.15

---

Record 2
The following is a DFT calculation (the ωB97M-V functional and the def2-TZVPD basis) of a structure of composition C5H9O3Sr.

Structure (ORCA input):
```
! wB97M-V def2-TZVPD RIJCOSX def2/J DEFGRID3
* xyz 2 2
H 1.553 0.476 0.471
O 0.636 -1.106 -0.160
O -0.565 0.829 0.153
O 0.225 -0.400 1.979
C 1.683 -0.979 -0.910
C -1.577 1.172 0.803
C 1.740 -1.741 -2.154
C -2.553 2.091 0.246
C 0.503 -0.023 0.842
H 2.642 -0.733 -0.432
H -1.719 0.722 1.798
H 2.041 -1.057 -2.961
H 2.575 -2.458 -2.044
H 0.809 -2.273 -2.367
H -3.533 1.586 0.293
H -2.638 2.937 0.947
H -2.305 2.419 -0.765
Sr 0.482 -1.461 4.258
*
```

Gap between HOMO and LUMO (spin up / spin down) in eV: 2.47 / 7.17

Atomic partial charges in e from the Löwdin method, atoms 1 to 5: number 1, H, carries 0.20; number 2, O, carries -0.03; number 3, O, carries 0.15; number 4, O, carries -0.24; number 5, C, carries -0.28

---

Record 3
The following is a DFT calculation (the ωB97M-V functional and the def2-TZVPD basis) of a structure of composition C5H9O3Zn.

Structure (ORCA input):
```
! wB97M-V def2-TZVPD RIJCOSX def2/J DEFGRID3
* xyz -1 1
H -2.592 1.910 2.456
O 1.377 -0.336 -0.247
Zn 3.240 2.347 -0.557
O 1.325 1.871 -0.334
C 0.735 0.804 -0.228
O -0.558 0.680 -0.049
C -1.436 1.762 -0.210
C 0.646 -1.586 -0.192
C 1.635 -2.718 -0.294
H 0.087 -1.619 0.752
H -0.077 -1.602 -1.017
H 2.366 -2.682 0.523
H 1.083 -3.666 -0.224
H 2.165 -2.697 -1.255
C -2.636 1.654 0.410
H -0.946 2.722 -0.385
H -3.330 2.489 0.298
H -3.085 0.667 0.553
*
```

Gap between HOMO and LUMO (spin up / spin down) in eV: 4.69 / 4.69

Atomic partial charges in e from the Löwdin method, atoms 1 to 5: number 1, H, carries -0.14; number 2, O, carries -0.02; number 3, Zn, carries 0.30; number 4, O, carries -0.28; number 5, C, carries -0.65

---

Record 4
The following is a DFT calculation (the ωB97M-V functional and the def2-TZVPD basis) of the ion C5H9O4P with charge -2.

Structure (ORCA input):
```
! wB97M-V def2-TZVPD RIJCOSX def2/J DEFGRID3
* xyz -2 1
C -0.750 1.917 1.356
C -0.272 0.993 0.486
C -0.526 -1.282 0.566
C -0.912 -0.345 -1.689
C -1.074 -0.102 -0.167
O 3.476 0.873 -0.486
O 2.376 -0.800 1.155
O 1.997 -0.944 -1.370
O 1.108 1.196 0.062
P 2.302 -0.052 -0.192
H -0.137 2.669 1.676
H -1.687 1.906 1.977
H -0.756 -1.290 1.672
H 0.636 -1.397 0.480
H -0.936 -2.356 0.341
H -0.272 -1.105 -1.898
H -0.488 0.566 -2.070
H -1.919 -0.613 -2.156
H -2.166 0.165 0.259
*
```

SMILES string: C=C(OP(=O)([O-])[O-])C(C)C
Gap between HOMO and LUMO in eV: 5.74

Atomic partial charges in e from the Löwdin method, atoms 1 to 5: number 1, C, carries 0.00; number 2, C, carries -0.35; number 3, C, carries -0.17; number 4, C, carries -0.07; number 5, C, carries -0.39

---

Record 5
The following is a DFT calculation (the ωB97M-V functional and the def2-TZVPD basis) of the molecule C5H9P.

Structure (ORCA input):
```
! wB97M-V def2-TZVPD RIJCOSX def2/J DEFGRID3
* xyz 0 1
C -1.774 0.355 0.021
C -1.181 1.594 -0.017
C -1.300 -0.879 0.627
C 0.142 -1.216 0.307
C 2.263 0.571 -0.632
P 1.283 0.146 0.952
H -2.808 0.421 -0.057
H -1.419 2.578 -0.456
H -1.493 -0.820 1.688
H -1.885 -1.640 0.348
H 0.383 -2.159 0.783
H 0.343 -1.305 -0.787
H 3.061 1.333 -0.476
H 1.663 1.262 -1.221
H 2.721 -0.242 -1.081
*
```

Gap between HOMO and LUMO (spin up / spin down) in eV: 8.34 / 7.86

Atomic partial charges in e from the Löwdin method, atoms 1 to 5: number 1, C, carries -0.25; number 2, C, carries 0.10; number 3, C, carries -0.33; number 4, C, carries -0.46; number 5, C, carries -0.39

---

Record 6
The following is a DFT calculation (the ωB97M-V functional and the def2-TZVPD basis) of a structure of composition C5HN10O2PdS5.

Structure (ORCA input):
```
! wB97M-V def2-TZVPD RIJCOSX def2/J DEFGRID3
* xyz -1 5
Pd 0.075 0.048 0.150
S 5.225 5.163 -0.621
C 4.076 3.998 -0.515
S 2.384 4.318 -0.604
C 1.790 2.687 -0.392
C 2.790 1.712 -0.205
S 2.546 0.071 -0.008
S 4.425 2.331 -0.245
S 0.145 2.413 -0.469
N -2.429 -2.523 -0.381
C -2.878 -1.245 -0.348
N -4.186 -0.965 -0.436
N -4.241 0.341 -0.389
N -3.005 0.850 -0.276
N -2.139 -0.135 -0.249
C -1.150 -2.962 -0.429
N -0.852 -4.270 -0.445
N 0.455 -4.298 -0.500
N 0.942 -3.047 -0.532
N -0.057 -2.195 -0.494
H -3.145 -3.238 -0.423
O -0.814 1.215 2.847
N -0.092 0.433 2.275
O 0.135 -0.701 2.691
*
```

Gap between HOMO and LUMO (spin up / spin down) in eV: 7.03 / 5.43

Atomic partial charges in e from the Löwdin method, atoms 1 to 5: number 1, Pd, carries 0.51; number 2, S, carries 0.52; number 3, C, carries -1.53; number 4, S, carries 0.89; number 5, C, carries -1.16

---

Record 7
The following is a DFT calculation (the ωB97M-V functional and the def2-TZVPD basis) of a structure of composition C5LaO5.

Structure (ORCA input):
```
! wB97M-V def2-TZVPD RIJCOSX def2/J DEFGRID3
* xyz 3 1
O 0.143 -2.704 0.031
C 0.669 -1.820 0.564
La 1.518 0.114 1.626
O -2.437 -0.210 -1.714
C -2.133 0.089 -0.658
C 1.289 0.127 -0.775
O 1.413 -0.092 -1.908
C 0.318 2.037 0.071
O -0.165 2.807 -0.635
O -1.905 -1.276 2.331
C -0.943 -0.747 1.959
*
```

Gap between HOMO and LUMO in eV: 7.83

Atomic partial charges in e from the Löwdin method, atoms 1 to 5: number 1, O, carries 0.30; number 2, C, carries -0.18; number 3, La, carries 2.19; number 4, O, carries 0.15; number 5, C, carries 0.06

---

Record 8
The following is a DFT calculation (the ωB97M-V functional and the def2-TZVPD basis) of a cluster of 8 separate species, C60H120F12N4O8 in total.

Structure (ORCA input):
```
! wB97M-V def2-TZVPD RIJCOSX def2/J DEFGRID3
* xyz 0 1
C -5.850 -3.550 -5.411
C -4.648 -3.113 -4.529
C -4.865 -3.482 -3.069
C -3.515 -3.321 -2.365
N -3.530 -3.649 -0.900
C -3.697 -5.131 -0.692
C -2.619 -5.620 0.234
C -1.965 -4.422 0.860
C -2.191 -3.334 -0.201
C -4.554 -2.897 -0.146
C -4.548 -1.389 -0.211
C -5.756 -0.841 0.543
H -6.525 -4.198 -4.849
H -5.481 -4.102 -6.271
H -6.452 -2.689 -5.696
H -4.434 -2.058 -4.715
H -3.762 -3.625 -4.915
H -5.142 -4.532 -2.985
H -5.565 -2.806 -2.578
H -3.199 -2.281 -2.404
H -2.784 -4.005 -2.789
H -4.724 -5.412 -0.448
H -3.619 -5.657 -1.647
H -2.993 -6.291 1.008
H -1.893 -6.200 -0.336
H -2.465 -4.138 1.790
H -0.902 -4.502 1.073
H -2.145 -2.296 0.126
H -1.435 -3.443 -0.980
H -4.525 -3.266 0.882
H -5.549 -3.237 -0.457
H -4.626 -0.941 -1.207
H -3.602 -0.984 0.165
H -6.695 -1.224 0.128
H -5.820 0.238 0.409
H -5.787 -1.103 1.601
C 4.130 -0.670 10.859
C 3.580 0.183 9.736
C 3.540 -0.536 8.382
C 2.704 0.181 7.355
N 2.895 -0.299 5.959
C 2.022 0.527 5.028
C 0.655 -0.105 5.038
C 0.913 -1.582 5.221
C 2.353 -1.694 5.716
C 4.322 -0.234 5.495
C 4.963 1.103 5.719
C 6.353 1.174 5.095
H 4.117 -0.141 11.813
H 5.164 -0.995 10.722
H 3.550 -1.581 11.032
H 4.239 1.052 9.633
H 2.591 0.558 10.011
H 3.184 -1.539 8.639
H 4.559 -0.685 8.020
H 2.899 1.253 7.337
H 1.647 0.094 7.615
H 2.343 0.273 4.013
H 2.023 1.606 5.143
H 0.075 0.123 4.144
H 0.053 0.206 5.901
H 0.859 -2.137 4.294
H 0.191 -2.035 5.891
H 2.980 -2.200 4.984
H 2.419 -2.324 6.602
H 4.447 -0.604 4.474
H 4.773 -1.077 6.028
H 4.928 1.466 6.748
H 4.366 1.861 5.191
H 6.226 0.845 4.059
H 7.022 0.424 5.530
H 6.903 2.108 5.123
C 4.018 2.170 2.338
C 3.292 2.565 1.069
C 1.782 2.774 1.246
C 1.495 4.136 1.834
N 0.066 4.358 2.327
C -0.808 4.124 1.096
C -1.885 3.153 1.548
C -1.161 2.271 2.567
C -0.333 3.306 3.320
C 0.008 5.750 2.915
C -1.357 6.159 3.381
C -1.444 7.624 3.836
H 3.880 2.891 3.149
H 5.094 2.033 2.215
H 3.671 1.183 2.655
H 3.428 1.807 0.294
H 3.743 3.466 0.633
H 1.377 1.950 1.823
H 1.330 2.688 0.257
H 1.755 4.966 1.176
H 2.122 4.297 2.716
H -1.191 5.080 0.735
H -0.295 3.694 0.244
H -2.682 3.701 2.049
H -2.206 2.474 0.758
H -1.908 1.734 3.146
H -0.462 1.558 2.143
H -0.899 3.772 4.125
H 0.504 2.855 3.855
H 0.368 6.353 2.081
H 0.764 5.747 3.700
H -1.687 5.598 4.256
H -2.121 6.022 2.615
H -0.588 7.942 4.433
H -2.356 7.754 4.411
H -1.474 8.318 2.995
C 2.662 2.655 -2.758
C 1.709 3.847 -2.620
C 0.230 3.543 -2.452
C -0.408 3.062 -3.747
N -1.847 2.662 -3.601
C -2.089 1.787 -2.367
C -3.351 1.002 -2.695
C -3.442 0.959 -4.230
C -2.151 1.622 -4.678
C -2.756 3.830 -3.645
C -2.747 4.649 -4.953
C -3.487 5.955 -4.793
H 2.692 2.329 -3.802
H 2.304 1.807 -2.165
H 3.687 2.903 -2.497
H 1.839 4.586 -3.413
H 2.039 4.297 -1.670
H -0.407 4.273 -1.944
H 0.203 2.674 -1.771
H 0.210 2.249 -4.124
H -0.392 3.817 -4.526
H -2.095 2.436 -1.498
H -1.238 1.117 -2.378
H -4.262 1.375 -2.225
H -3.162 0.040 -2.212
H -4.322 1.483 -4.594
H -3.498 -0.082 -4.542
H -2.233 2.176 -5.616
H -1.288 0.967 -4.638
H -2.394 4.487 -2.847
H -3.793 3.570 -3.434
H -3.130 3.949 -5.698
H -1.715 4.791 -5.266
H -4.468 5.766 -4.344
H -3.597 6.494 -5.727
H -2.955 6.583 -4.074
C 2.796 -4.929 -4.782
O 1.733 -5.388 -3.927
O 3.067 -5.820 -5.678
C 2.498 -3.496 -5.300
F 2.815 -2.547 -4.358
F 3.197 -3.209 -6.395
F 1.187 -3.273 -5.617
C 1.573 -4.747 -2.711
C 0.406 -5.331 -1.925
H -0.552 -5.178 -2.441
H 0.557 -6.414 -1.902
H 0.422 -4.853 -0.945
H 1.377 -3.658 -2.772
H 2.472 -4.852 -2.078
H 3.722 -4.842 -4.161
C 0.426 -6.857 2.690
O 1.296 -6.157 1.756
O 0.980 -7.922 3.188
C -0.205 -5.915 3.714
F -0.135 -4.571 3.350
F -1.552 -6.140 3.844
F 0.299 -5.952 4.975
C 2.410 -5.520 2.294
C 2.928 -4.454 1.314
H 3.695 -3.833 1.787
H 3.342 -4.970 0.446
H 2.075 -3.818 1.087
H 3.169 -6.258 2.560
H 2.215 -4.901 3.192
H -0.373 -7.254 2.031
C -0.111 -0.007 -0.403
O -0.550 -0.775 -1.547
O -1.144 0.165 0.384
C 1.091 -0.735 0.206
F 2.211 -0.597 -0.576
F 1.483 -0.210 1.439
F 0.974 -2.075 0.392
C 0.235 -0.678 -2.749
C -0.559 -1.546 -3.708
H -1.588 -1.179 -3.695
H -0.110 -1.517 -4.699
H -0.578 -2.589 -3.393
H 1.218 -1.109 -2.574
H 0.316 0.329 -3.175
H 0.327 0.950 -0.784
C 0.124 3.384 -7.484
O 0.265 2.178 -6.720
O -1.158 3.694 -7.571
C 1.100 4.435 -6.879
F 1.642 5.272 -7.745
F 0.464 5.213 -5.965
F 2.119 3.838 -6.228
C 0.552 0.996 -7.428
C 1.464 0.100 -6.588
H 1.990 -0.594 -7.240
H 2.168 0.694 -6.007
H 0.871 -0.479 -5.876
H 1.078 1.099 -8.383
H -0.426 0.556 -7.655
H 0.379 3.223 -8.547
*
```

Gap between HOMO and LUMO in eV: 2.90

Atomic partial charges in e from the Löwdin method, atoms 1 to 5: number 1, C, carries -0.08; number 2, C, carries -0.23; number 3, C, carries -0.17; number 4, C, carries -0.12; number 5, N, carries -0.19

---

What did the second record say?
The following is a DFT calculation (the ωB97M-V functional and the def2-TZVPD basis) of a structure of composition C5H9O3Sr.

Structure (ORCA input):
```
! wB97M-V def2-TZVPD RIJCOSX def2/J DEFGRID3
* xyz 2 2
H 1.553 0.476 0.471
O 0.636 -1.106 -0.160
O -0.565 0.829 0.153
O 0.225 -0.400 1.979
C 1.683 -0.979 -0.910
C -1.577 1.172 0.803
C 1.740 -1.741 -2.154
C -2.553 2.091 0.246
C 0.503 -0.023 0.842
H 2.642 -0.733 -0.432
H -1.719 0.722 1.798
H 2.041 -1.057 -2.961
H 2.575 -2.458 -2.044
H 0.809 -2.273 -2.367
H -3.533 1.586 0.293
H -2.638 2.937 0.947
H -2.305 2.419 -0.765
Sr 0.482 -1.461 4.258
*
```

Gap between HOMO and LUMO (spin up / spin down) in eV: 2.47 / 7.17

Atomic partial charges in e from the Löwdin method, atoms 1 to 5: number 1, H, carries 0.20; number 2, O, carries -0.03; number 3, O, carries 0.15; number 4, O, carries -0.24; number 5, C, carries -0.28